DFT (ωB97M-V/def2-TZVPD) results for a cluster of 14 separate species, C11H50N14O16 in total in a non-equilibrium geometry.

Last columns: bonded neighbours and bond lengths (Å).
Element x y z (Å)
1 C -2.18359 -0.85739 3.13099  C2 1.621, O4 1.399, H5 1.090, H6 1.090
2 C -3.20996 0.35896 3.43870  C1 1.621, O3 1.386, H7 1.090, H8 1.090
3 O -2.63360 1.54910 3.85234  C2 1.386, H9 0.960
4 O -2.87021 -2.07572 3.11522  C1 1.399, H10 0.960
5 H -1.29441 -0.79991 3.75881  C1 1.090
6 H -1.83590 -0.73812 2.10484  C1 1.090
7 H -3.93636 0.00697 4.17120  C2 1.090
8 H -3.84219 0.48034 2.55914  C2 1.090
9 H -2.60635 1.56563 4.81181  O3 0.960
10 H -3.36922 -2.12928 3.93359  O4 0.960
11 C -0.23611 -1.51251 -0.98820  C12 1.522, O14 1.393, H15 1.090, H16 1.090
12 C 0.23877 -0.30830 -0.18812  C11 1.522, O13 1.445, H17 1.090, H18 1.090
13 O 0.08847 0.87673 -1.00111  C12 1.445, H19 0.960
14 O -1.58458 -1.59765 -1.32786  C11 1.393, H20 0.960
15 H -0.07189 -2.48287 -0.51966  C11 1.090
16 H 0.31913 -1.47813 -1.92555  C11 1.090
17 H 1.30854 -0.36862 0.01201  C12 1.090
18 H -0.28238 -0.44625 0.75922  C12 1.090
19 H -0.19674 1.63847 -0.49118  O13 0.960
20 H -1.75864 -2.42780 -1.77747  O14 0.960
21 C -3.92790 0.67919 -0.36675  O22 1.219, N23 1.301, N24 1.278
22 O -4.95719 1.27413 -0.09606  C21 1.219
23 N -2.96281 1.14820 -1.10162  C21 1.301, H25 1.010, H26 1.010
24 N -3.69411 -0.51851 0.01416  C21 1.278, H27 1.010, H28 1.010
25 H -2.03835 0.74397 -1.05621  N23 1.010
26 H -3.09531 2.04189 -1.55313  N23 1.010
27 H -2.78024 -0.85576 -0.25267  N24 1.010
28 H -4.36521 -1.00956 0.58741  N24 1.010
29 C 2.23295 5.28658 0.60376  O30 1.189, N31 1.319, N32 1.298
30 O 1.56886 5.66074 1.51594  C29 1.189
31 N 1.93932 4.19811 -0.08089  C29 1.319, H33 1.010, H34 1.010
32 N 3.31601 5.81393 0.11986  C29 1.298, H35 1.010, H36 1.010
33 H 2.47615 4.00380 -0.91406  N31 1.010
34 H 1.15580 3.68265 0.29392  N31 1.010
35 H 3.68264 5.32807 -0.68614  N32 1.010
36 H 3.54969 6.70247 0.53938  N32 1.010
37 C 2.43731 -3.27909 -3.14206  O38 1.204, N39 1.287, N40 1.304
38 O 3.62259 -3.21346 -2.94023  C37 1.204
39 N 1.61120 -3.96024 -2.42824  C37 1.287, H41 1.010, H42 1.010
40 N 1.85465 -2.78210 -4.19791  C37 1.304, H43 1.010, H44 1.010
41 H 0.61587 -3.93731 -2.59820  N39 1.010
42 H 1.89487 -4.52998 -1.64400  N39 1.010
43 H 0.85931 -2.61078 -4.18991  N40 1.010
44 H 2.34900 -2.48086 -5.02554  N40 1.010
45 C 4.25272 0.91363 1.86340  O46 1.223, N47 1.324, N48 1.351
46 O 4.12771 -0.09238 1.17996  C45 1.223
47 N 3.34223 1.86603 1.99482  C45 1.324, H49 1.010, H50 1.010
48 N 5.18464 1.08400 2.82643  C45 1.351, H51 1.010, H52 1.010
49 H 3.57833 2.59814 2.64931  N47 1.010
50 H 2.53236 1.82311 1.39285  N47 1.010
51 H 5.80242 0.29678 2.96335  N48 1.010
52 H 5.49685 2.01544 3.06101  N48 1.010
53 C 1.18432 3.44468 -3.23831  O54 1.228, N55 1.299, N56 1.315
54 O 0.26096 4.00179 -2.65051  C53 1.228
55 N 1.51376 2.21252 -2.99064  C53 1.299, H57 1.010, H58 1.010
56 N 1.96042 4.01849 -4.13134  C53 1.315, H59 1.010, H60 1.010
57 H 2.30458 1.73621 -3.40031  N55 1.010
58 H 0.86644 1.72991 -2.38388  N55 1.010
59 H 1.52852 4.61946 -4.81866  N56 1.010
60 H 2.81138 3.49966 -4.29495  N56 1.010
61 C 1.83517 -2.36050 3.06124  O62 1.223, N63 1.280, N64 1.288
62 O 1.32878 -3.20775 3.78334  C61 1.223
63 N 2.14102 -1.19412 3.49160  C61 1.280, H65 1.010, H66 1.010
64 N 2.04190 -2.45661 1.79388  C61 1.288, H67 1.010, H68 1.010
65 H 1.90364 -0.91888 4.43393  N63 1.010
66 H 2.40845 -0.49061 2.81805  N63 1.010
67 H 2.67489 -1.77338 1.40321  N64 1.010
68 H 1.79316 -3.25340 1.22522  N64 1.010
69 C -1.41023 3.63364 0.43892  O70 1.292, N71 1.290, N72 1.298
70 O -0.44144 2.78619 0.54865  C69 1.292
71 N -1.45493 4.60066 -0.41437  C69 1.290, H73 1.010, H74 1.010
72 N -2.46066 3.61324 1.20159  C69 1.298, H75 1.010, H76 1.010
73 H -2.13989 5.34256 -0.39177  N71 1.010
74 H -0.66581 4.61592 -1.04457  N71 1.010
75 H -3.30329 4.13730 1.01333  N72 1.010
76 H -2.50271 2.84544 1.85643  N72 1.010
77 O -3.50108 -1.55546 -3.32966  H78 0.957, H79 0.957
78 H -3.12554 -0.79795 -2.88091  O77 0.957
79 H -3.56250 -2.22934 -2.65265  O77 0.957
80 O -3.67485 -3.29298 -1.00640  H81 0.957, H82 0.957
81 H -4.47828 -3.66047 -0.63804  O80 0.957
82 H -2.99407 -3.52203 -0.37371  O80 0.957
83 O -0.99907 -4.63215 -2.92010  H84 0.957, H85 0.957
84 H -1.38487 -5.25694 -2.30606  O83 0.957
85 H -0.49434 -5.17305 -3.52747  O83 0.957
86 O 1.48354 -4.86699 0.18288  H87 0.957, H88 0.957
87 H 1.91133 -5.56538 0.67835  O86 0.957
88 H 0.59879 -4.82277 0.54550  O86 0.957
89 O -1.89001 -4.23802 1.00335  H90 0.957, H91 0.957
90 H -2.38362 -3.79847 1.69574  O89 0.957
91 H -1.38899 -4.91484 1.45844  O89 0.957

- Expectation value of S²: 0.7505
- HOMO level (spin up / spin down): -0.077 / -6.780 eV
- Molecular weight: 634.60 g mol⁻¹
- Largest force on an atom: 0.122 hartree/bohr
- Net charge: -1
- Spin multiplicity: 2
- Frontier orbital gap (spin up / spin down): 0.0687 / 0.3147 hartree